i.
The following is a quantum chemistry calculation of C5H12Si in the gas phase, from OMol25.

Atoms and positions in Å:
C (2.1931, 1.2604, -0.2857)
C (1.7877, -0.1568, -0.0245)
C (0.5047, -0.5289, 0.2317)
C (0.1427, -2.1702, 0.1209)
Si (-1.0405, 0.5886, 0.7826)
C (-2.4377, 0.4605, -0.4672)
H (2.3857, 1.4664, -1.3429)
H (1.4480, 1.9428, 0.0422)
H (3.1408, 1.6734, 0.1785)
H (2.6190, -0.8756, -0.2419)
H (-0.3274, -2.4824, 1.1015)
H (-0.6904, -2.1300, -0.5849)
H (0.9920, -2.6754, -0.3423)
H (-0.4606, 2.0056, 1.0248)
H (-1.7785, 0.3268, 2.0987)
H (-2.9495, -0.4956, -0.6993)
H (-3.2566, 1.0124, -0.1675)
H (-2.2725, 0.7779, -1.4248)

- net charge = 0
- lowest unoccupied orbital energy (eV) = 0.958
- structure (SMILES) = C/C=C(/C)[SiH2]C
- frontier orbital gap (eV) = 10.101

ii.
The following is a quantum chemistry calculation of C5H12Si in the gas phase, from OMol25.

Atoms and positions in Å:
C (-0.6428, -1.1333, -1.3994)
C (-1.2375, -0.2710, -0.2687)
C (0.7096, -1.4196, -0.7213)
C (0.1285, 0.2213, 0.4001)
C (0.1904, -0.0592, 1.9157)
Si (0.7212, 1.9413, -0.1656)
H (-1.3829, -1.8525, -1.6204)
H (-0.4295, -0.5324, -2.3014)
H (-1.8878, 0.6191, -0.5495)
H (-1.7175, -0.9657, 0.4170)
H (0.8137, -2.1014, 0.1728)
H (1.5315, -1.3369, -1.4715)
H (-0.8156, 0.2242, 2.2796)
H (1.1287, 0.5564, 2.2824)
H (0.4783, -1.0803, 2.2348)
H (1.1794, 2.9179, 0.9280)
H (-0.4337, 2.3965, -0.8490)
H (1.6660, 1.8756, -1.2836)

- net charge = 0
- lowest unoccupied orbital energy (eV) = 0.905
- frontier orbital gap (eV) = 9.425

Stability check: which of them is most stable? i.

i.
The following is a quantum chemistry calculation of 2 unconnected molecules or ions with the total composition C5H12Si, from OMol25.

Atoms and positions in Å:
C (-0.7945, -0.7961, -1.2330)
C (-0.7041, -0.6455, 0.0444)
C (0.4271, -1.2300, 0.8317)
Si (-2.1459, 0.1186, 1.0911)
H (-1.7585, -0.3072, -1.6855)
H (-0.1402, -1.2564, -2.0755)
H (1.1100, -1.7365, 0.1690)
H (-0.0462, -1.7825, 1.6339)
H (1.0380, -0.4280, 1.3301)
H (-1.7899, 0.4277, 2.4905)
H (-3.1627, -0.9784, 1.2103)
H (-2.6617, 1.2702, 0.3254)
C (2.3616, 0.9510, -0.5248)
C (1.1948, 1.4520, -0.7533)
H (3.0424, 0.7832, -1.4297)
H (2.7181, 0.8052, 0.4716)
H (0.8521, 1.5044, -1.8020)
H (0.4597, 1.8482, -0.0940)

- net charge = 0
- lowest unoccupied orbital energy (eV) = 0.942
- structure (SMILES) = C=C(C)[SiH3].C=C
- frontier orbital gap (eV) = 10.423

ii.
The following is a quantum chemistry calculation of C5H12Si in the gas phase, from OMol25.

Atoms and positions in Å:
C (-1.2574, -1.2625, 0.9088)
C (-0.0119, -0.7006, 0.3382)
C (1.4040, -1.2525, 0.9226)
C (-0.0256, 0.4727, -0.4957)
C (1.3419, 0.9259, -0.9538)
Si (-1.4426, 1.5457, -0.9952)
H (-1.2855, -2.3736, 0.6687)
H (-2.2156, -0.7385, 0.8289)
H (-1.1584, -1.2600, 2.0692)
H (1.6911, -2.2667, 0.6119)
H (1.3017, -1.1102, 2.0698)
H (2.0532, -0.4047, 0.6278)
H (1.9020, 1.5267, -0.2092)
H (1.9103, 0.0836, -1.3367)
H (1.2433, 1.5955, -1.7770)
H (-1.0998, 2.5680, -1.9948)
H (-1.9519, 2.1130, 0.1693)
H (-2.3988, 0.5384, -1.4527)

- net charge = 0
- lowest unoccupied orbital energy (eV) = 0.952
- structure (SMILES) = CC(C)=C(C)[SiH3]
- frontier orbital gap (eV) = 9.428

Stability check: which of them is most stable? ii.

i.
The following is a quantum chemistry calculation of CH2S3 in the gas phase, from OMol25.

Atoms and positions in Å:
S (-2.2834, 0.0706, -0.0182)
C (-0.6835, 0.0575, -0.0519)
S (0.2550, 1.5561, -0.0503)
S (0.2861, -1.4578, -0.0226)
H (1.0494, 1.0861, 0.8426)
H (1.3765, -1.3125, -0.6996)

- net charge = 0
- lowest unoccupied orbital energy (eV) = -0.667
- structure (SMILES) = S=C(S)S
- frontier orbital gap (eV) = 8.392

ii.
The following is a quantum chemistry calculation of 2 unconnected molecules or ions with the total composition CH2S3, from OMol25.

Atoms and positions in Å:
C (2.9003, 0.0055, 3.4543)
S (4.1148, -0.1170, 2.5027)
S (0.1651, -0.4983, -0.6090)
S (1.9669, 0.2273, 4.6650)
H (0.8595, -0.6018, -1.8560)
H (0.7978, -1.6084, -0.1914)

- net charge = 0
- lowest unoccupied orbital energy (eV) = -0.224
- frontier orbital gap (eV) = 9.441

iii.
The following is a quantum chemistry calculation of 2 unconnected molecules or ions with the total composition CH2S3, from OMol25.

Atoms and positions in Å:
C (0.8707, 2.4528, 3.5012)
S (0.7828, 3.6759, 2.5503)
S (0.3294, -0.5652, 0.6397)
S (0.8724, 1.1342, 4.3200)
H (-0.6202, 0.0637, 1.3555)
H (0.0067, -0.0966, -0.5889)

- net charge = 0
- lowest unoccupied orbital energy (eV) = -0.160
- frontier orbital gap (eV) = 9.567

Stability check: which of them is most stable? iii.

i.
The following is a quantum chemistry calculation of C11H16N2OS in the gas phase, from OMol25.

Atoms and positions in Å:
C (2.5184, 3.9597, -2.1412)
C (2.5044, 2.6933, -1.7706)
C (2.4540, 2.2229, -0.3481)
C (1.2733, 1.3175, -0.1296)
C (-0.0147, 1.7686, -0.0267)
C (-0.3719, 3.2166, -0.0929)
N (-1.0693, 0.9320, 0.1516)
C (-0.8540, -0.3393, 0.2166)
S (-2.2854, -1.3222, 0.4208)
C (-1.6631, -3.0596, 0.6194)
C (-1.0560, -3.2540, 1.9993)
C (-2.8566, -3.9755, 0.3956)
N (0.3809, -0.8788, 0.1201)
C (1.5371, -0.0980, -0.0589)
O (2.6133, -0.6587, -0.1289)
H (2.5621, 4.2510, -3.1770)
H (2.5014, 4.7625, -1.4214)
H (2.5271, 1.9032, -2.5096)
H (2.4139, 3.0782, 0.3290)
H (3.3547, 1.6390, -0.1380)
H (-1.4486, 3.3216, -0.0044)
H (-0.0354, 3.6443, -1.0354)
H (0.1118, 3.7624, 0.7157)
H (-0.9285, -3.2306, -0.1724)
H (-0.2408, -2.5593, 2.1902)
H (-1.8168, -3.0998, 2.7610)
H (-0.6719, -4.2683, 2.0938)
H (-3.2829, -3.8152, -0.5912)
H (-2.5453, -5.0144, 0.4788)
H (-3.6256, -3.7803, 1.1388)
H (0.5413, -1.8781, 0.1587)

- net charge = 0
- lowest unoccupied orbital energy (eV) = 0.665
- structure (SMILES) = C=CCc1c(C)nc(SC(C)C)[nH]c1=O
- frontier orbital gap (eV) = 9.038

ii.
The following is a quantum chemistry calculation of C11H16N2OS in the gas phase, from OMol25.

Atoms and positions in Å:
C (2.3532, 3.6710, -0.7108)
C (0.8991, 3.3516, -0.3858)
C (0.4778, 2.0471, -1.0407)
S (-1.2494, 1.6034, -0.5929)
C (-1.0958, -0.1568, -0.3328)
N (-1.9187, -0.8765, -1.0669)
C (-1.8886, -2.1965, -0.9744)
C (-2.8584, -2.9553, -1.8215)
C (-0.9854, -2.8426, -0.1362)
C (-0.1274, -2.1001, 0.6627)
C (0.8141, -2.7690, 1.6103)
C (-0.1975, -0.7024, 0.5857)
C (0.6776, 0.1451, 1.4583)
N (-0.0083, 1.0155, 2.2327)
O (1.8859, 0.0391, 1.5025)
H (2.6476, 4.6085, -0.2458)
H (2.4954, 3.7594, -1.7856)
H (3.0032, 2.8815, -0.3402)
H (0.2491, 4.1570, -0.7334)
H (0.7772, 3.2675, 0.6957)
H (1.1230, 1.2286, -0.7289)
H (0.5046, 2.1302, -2.1278)
H (-3.4726, -2.2570, -2.3815)
H (-2.3256, -3.6034, -2.5152)
H (-3.4962, -3.5792, -1.1979)
H (-0.9625, -3.9213, -0.0990)
H (0.8468, -3.8401, 1.4291)
H (0.4940, -2.5966, 2.6380)
H (1.8126, -2.3511, 1.5048)
H (-0.9871, 1.1912, 2.0819)
H (0.5121, 1.6511, 2.8157)

- net charge = 0
- lowest unoccupied orbital energy (eV) = 0.739
- structure (SMILES) = CCCSc1nc(C)cc(C)c1C(N)=O
- frontier orbital gap (eV) = 9.239

Stability check: which of them is most stable? ii.

i.
The following is a quantum chemistry calculation of a molecular structure, C7H9N, from OMol25.

Atoms and positions in Å:
C (0.4557, 0.8665, -1.9475)
N (0.1543, -1.7680, -1.0900)
C (0.1967, -0.8495, -0.0281)
C (0.1061, 0.5925, -0.5252)
C (-0.4389, 1.4524, 0.3708)
C (-0.7207, 0.9233, 1.6710)
C (-0.4023, -0.4394, 1.8870)
C (0.7207, -1.0796, 1.2753)
H (0.5666, 1.9324, -2.1510)
H (1.4193, 0.3958, -2.1965)
H (-0.2757, 0.3931, -2.6066)
H (-0.8422, -1.4884, -0.4498)
H (0.3209, -2.7125, -0.7294)
H (-0.6421, 2.4944, 0.1475)
H (-1.3115, 1.4584, 2.3989)
H (-1.0899, -0.9959, 2.5264)
H (1.7831, -1.1753, 1.4470)

- net charge = 0
- lowest unoccupied orbital energy (eV) = -0.478
- frontier orbital gap (eV) = 6.859

ii.
The following is a quantum chemistry calculation of 2 unconnected molecules or ions with the total composition C7H9N, from OMol25.

Atoms and positions in Å:
C (0.3096, -1.4067, 0.0758)
C (0.9143, -1.3442, -1.0798)
C (1.3655, -0.3839, 0.0419)
C (2.5923, 0.0492, 0.8157)
C (1.5321, 1.0584, 0.3203)
H (-0.6468, -1.9515, 0.5523)
H (1.0810, -1.5247, -2.0867)
H (3.4929, 0.2441, 0.2245)
H (2.7209, -0.1905, 1.8324)
H (0.7568, 1.5083, 0.9142)
H (1.9435, 1.5361, -0.4742)
C (-2.3534, 0.9525, 0.2068)
C (-2.4651, 0.3541, -0.9200)
N (-3.6301, 0.2170, -0.0326)
H (-1.8947, 1.5669, 1.0220)
H (-2.1418, -0.0395, -1.8447)
H (-3.5771, -0.6454, 0.4322)

- net charge = 0
- lowest unoccupied orbital energy (eV) = 1.046
- structure (SMILES) = C1=CC12CC2.C1=CN1
- frontier orbital gap (eV) = 9.235

Stability check: which of them is most stable? i.